Below is a structure of composition C51H57ClN9O5PS at a distorted geometry, with properties calculated with wB97M-V/def2-TZVPD.

Calculated values
HOMO-LUMO gap: 0.3328 Eh
Largest force on an atom: 2.5 eV Å⁻¹

Structure (XYZ):
```
125
Properties=species:S:1:pos:R:3:forces:R:3
C 3.30201 1.38237 -3.73611 -0.66 -0.22 0.36
C 2.07143 0.99313 -4.56414 0.93 0.25 -0.40
Cl 2.59366 -0.22076 -5.82356 -0.20 -0.15 0.14
C 1.45706 2.18371 -5.31733 0.01 -0.18 -0.08
C 0.09057 2.58357 -4.79449 -0.50 0.19 -0.89
P -0.97814 1.03314 -4.97564 0.55 -2.20 1.10
C -2.59523 1.38924 -4.17571 0.69 0.76 -0.55
O -1.21275 0.95677 -6.61287 -0.50 1.23 0.42
C -0.61144 3.73788 -5.55970 -0.50 0.50 -0.22
O -0.78933 4.83863 -4.63295 0.26 -0.15 0.42
S 0.40795 4.66324 -3.58950 0.55 0.67 -0.43
O 0.23241 5.31306 -2.35917 -1.32 -0.07 0.92
O 1.59934 5.02397 -4.27421 0.53 -0.58 -0.61
O 0.20648 3.09453 -3.44468 0.14 -0.10 0.20
H 3.51210 2.44309 -3.75628 0.22 0.13 -0.19
H 4.15650 0.79853 -4.04066 0.35 0.08 -0.05
H 3.09045 1.13954 -2.69879 0.10 -0.05 0.23
H 1.37890 0.47086 -3.92200 -0.31 -0.12 -0.09
H 1.35129 1.95211 -6.37238 -0.15 -0.18 -0.16
H 2.15710 3.00743 -5.26927 -0.06 0.33 0.03
H -3.39974 1.03372 -4.80859 -0.18 0.01 -0.11
H -2.61213 0.80734 -3.26516 -0.03 -0.09 0.23
H -2.69179 2.44884 -3.95049 -0.35 0.15 0.08
H -1.78326 1.68408 -6.91554 0.10 -0.28 -0.30
H -1.62496 3.47527 -5.84878 -0.20 -0.05 0.03
H -0.12054 4.09879 -6.45774 0.50 -0.05 0.06
N 0.65392 -0.59600 -1.55170 -0.03 0.00 -0.02
C 1.28058 -0.66729 -0.37736 0.07 0.09 -0.02
C 1.09578 -1.69377 0.53494 0.08 -0.06 0.00
C 0.20585 -2.70581 0.21137 0.15 -0.19 -0.06
C -0.45616 -2.65026 -1.00416 0.04 0.00 0.09
C -0.19656 -1.57852 -1.84384 -0.08 0.16 -0.26
H 1.96564 0.14721 -0.16498 0.03 -0.03 0.05
H 1.63494 -1.69742 1.47408 -0.01 0.02 0.01
H 0.03265 -3.52370 0.89565 -0.03 0.03 0.05
H -1.15784 -3.42002 -1.29696 -0.02 0.02 -0.02
H -0.68497 -1.49200 -2.81063 -0.05 -0.06 0.02
N -4.58853 -1.32749 -3.40213 -0.07 -0.04 -0.01
C -5.56410 -1.19356 -2.50589 0.10 0.08 0.06
C -6.78383 -1.84625 -2.59216 -0.01 -0.01 -0.02
C -7.00585 -2.68366 -3.67253 -0.05 -0.03 0.00
C -6.00347 -2.83434 -4.61602 -0.02 0.00 0.01
C -4.81900 -2.13798 -4.43330 0.14 0.04 -0.04
H -5.34900 -0.52695 -1.67757 -0.05 -0.02 0.03
H -7.53851 -1.70099 -1.83179 0.01 0.02 0.02
H -7.94514 -3.21107 -3.77733 0.00 0.00 0.00
H -6.13467 -3.47789 -5.47474 0.02 0.00 -0.01
H -4.00582 -2.22975 -5.14572 -0.03 -0.04 -0.04
N 3.51929 -1.02496 3.23335 0.10 0.10 -0.07
C 3.71152 0.20453 2.75595 -0.14 -0.07 -0.01
C 4.94890 0.82726 2.70651 -0.01 0.04 -0.01
C 6.05126 0.13804 3.18196 0.06 0.02 0.00
C 5.87169 -1.13960 3.68358 0.00 0.02 0.00
C 4.59177 -1.67140 3.68468 -0.11 -0.13 0.04
H 2.82131 0.70922 2.39492 0.03 0.06 -0.01
H 5.04390 1.82662 2.30440 -0.03 0.00 -0.02
H 7.03476 0.58943 3.16118 0.00 0.00 -0.01
H 6.70456 -1.71360 4.06536 -0.01 -0.03 0.00
H 4.40726 -2.66988 4.06564 0.06 -0.01 0.02
N -1.72335 -1.81988 2.42419 -0.13 0.18 0.05
C -2.31020 -1.82983 3.62039 0.07 -0.11 -0.05
C -3.05446 -0.77619 4.13058 0.09 -0.06 -0.01
C -3.19501 0.35854 3.34962 -0.02 0.03 -0.01
C -2.59193 0.39195 2.10292 -0.03 0.00 0.04
C -1.87116 -0.71776 1.68938 -0.01 -0.06 -0.02
H -2.17186 -2.73779 4.19770 -0.03 0.02 0.06
H -3.51063 -0.84277 5.10766 -0.01 0.01 0.01
H -3.76664 1.20557 3.70720 0.00 0.00 0.00
H -2.67583 1.25970 1.46249 0.02 -0.01 -0.02
H -1.38713 -0.73147 0.72073 -0.03 0.09 -0.04
N 5.03584 3.82867 -2.19156 0.04 0.15 0.08
C 4.57048 5.07365 -2.09892 -0.14 -0.04 -0.12
C 5.16987 6.06326 -1.33457 0.04 -0.01 0.03
C 6.31471 5.74193 -0.62432 0.03 0.04 0.04
C 6.81133 4.45126 -0.70770 -0.04 0.04 0.00
C 6.13801 3.53553 -1.50274 -0.01 -0.21 -0.06
H 3.67062 5.28155 -2.66982 0.02 0.05 0.02
H 4.74868 7.05839 -1.29869 -0.03 0.00 -0.01
H 6.81228 6.48613 -0.01522 0.00 0.00 0.00
H 7.70219 4.15822 -0.16879 0.01 -0.02 -0.01
H 6.49198 2.51408 -1.60199 0.07 0.02 0.04
N -5.45341 -0.22127 6.33816 -0.19 0.05 0.06
C -5.90748 0.98471 5.99870 0.13 0.03 0.00
C -7.24921 1.32933 5.99325 0.00 0.00 0.02
C -8.17648 0.36556 6.35756 -0.07 0.01 0.00
C -7.72393 -0.89195 6.71400 -0.04 -0.02 -0.23
C -6.35780 -1.13186 6.68886 0.13 -0.14 -0.25
H -5.14869 1.70714 5.71787 -0.04 0.05 0.01
H -7.55860 2.32587 5.70986 0.02 0.01 -0.01
H -9.23473 0.59304 6.36507 0.00 0.00 0.00
H -8.41232 -1.67219 7.00773 0.03 -0.02 0.03
H -5.95960 -2.10242 6.96531 -0.07 -0.03 0.03
N 7.94538 0.56356 -2.51014 0.08 0.02 -0.05
C 7.64622 0.18699 -3.75146 -0.17 -0.01 0.06
C 8.58928 0.01853 -4.75348 0.03 0.00 0.01
C 9.91898 0.25754 -4.45118 0.04 -0.01 -0.04
C 10.24950 0.65172 -3.16524 0.00 -0.01 -0.01
C 9.22897 0.78774 -2.23756 -0.05 0.02 0.11
H 6.59360 0.01306 -3.94554 0.01 -0.01 -0.06
H 8.28678 -0.29163 -5.74392 -0.03 0.00 0.00
H 10.68599 0.13850 -5.20553 0.00 0.00 0.00
H 11.27524 0.84952 -2.88623 0.00 0.00 0.02
H 9.44344 1.09176 -1.21835 0.06 0.01 -0.01
N 3.20780 -6.75945 -4.17291 -0.04 0.06 0.02
C 2.62038 -6.77954 -2.97872 0.05 -0.11 0.00
C 1.87882 -5.72578 -2.46678 0.00 0.00 -0.01
C 1.74180 -4.58401 -3.23788 -0.04 0.08 0.00
C 2.34734 -4.54235 -4.48265 0.00 -0.02 -0.02
C 3.06417 -5.65343 -4.90031 0.06 -0.06 -0.06
H 2.75600 -7.69183 -2.40767 -0.04 0.02 0.05
H 1.42164 -5.79862 -1.48896 0.01 -0.01 0.01
H 1.17270 -3.73905 -2.87462 0.02 0.02 0.01
H 2.26619 -3.66832 -5.11514 0.02 0.01 0.00
H 3.55243 -5.66609 -5.86875 -0.01 0.06 -0.01
N -7.00338 -1.80730 10.61421 -0.06 0.06 0.03
C -7.58979 -1.83665 11.80893 0.04 -0.12 0.00
C -8.34231 -0.79219 12.32362 0.00 0.01 -0.01
C -8.49320 0.35041 11.55503 -0.04 0.05 0.01
C -7.88950 0.39965 10.30987 -0.03 -0.01 0.03
C -7.15967 -0.70184 9.88845 0.11 -0.05 0.12
H -7.44402 -2.74825 12.37809 -0.04 0.02 0.05
H -8.79724 -0.87346 13.30111 0.01 -0.02 0.01
H -9.07216 1.18864 11.92115 0.00 0.00 0.01
H -7.98082 1.27158 9.67614 0.02 -0.01 -0.03
H -6.67622 -0.70843 8.92256 0.02 0.14 0.20
```
Positions in Å, forces in eV/Å.

***

Below is the ion C51H59Cl2N2 with charge +1 at a distorted geometry, with properties calculated with wB97M-V/def2-TZVPD.

Calculated values
HOMO-LUMO gap: 0.3039 Eh
Total charge: +1
Largest force on an atom: 2.7 eV Å⁻¹
Energy relative to the best compared isomer or geometry (same formula, charge and spin): 0.0 kcal/mol

Structure (XYZ):
```
114
Properties=species:S:1:pos:R:3:forces:R:3
Cl -3.37501 0.98859 -6.18144 -0.26 0.09 -0.25
C -2.14212 0.66084 -5.03596 0.74 -0.08 0.64
C -1.53150 -0.60167 -5.01415 0.13 0.43 0.20
C -0.59080 -0.87679 -4.02551 -0.38 0.10 0.07
C -0.31807 0.04867 -3.01148 0.57 0.30 0.04
C 0.71372 -0.33283 -1.92999 0.30 -1.65 -2.12
C 2.09990 -0.32843 -2.63642 -0.24 0.07 0.12
C 3.10578 -1.19403 -2.20100 0.09 0.20 0.02
C 4.40885 -1.06621 -2.67860 -0.13 0.31 -0.18
C 4.70574 -0.06161 -3.61041 -1.00 -0.34 0.28
Cl 6.31852 0.16254 -4.13738 0.44 0.05 -0.14
C 3.68254 0.72194 -4.14782 -0.13 -0.29 0.16
C 2.37528 0.55614 -3.68636 0.32 0.03 0.34
C -0.75865 1.36353 -3.18090 -0.22 -0.45 -0.48
C -1.71247 1.66600 -4.16307 0.24 -0.30 -0.02
H -1.79177 -1.34313 -5.76460 0.07 0.15 0.09
H -0.03902 -1.81685 -4.04651 -0.31 0.20 0.10
H 0.52309 -1.39131 -1.67413 0.16 0.45 -0.31
H 2.86853 -1.96308 -1.45950 0.19 0.39 -0.26
H 5.19697 -1.72246 -2.32301 -0.09 0.10 -0.06
H 3.89941 1.45354 -4.92075 0.03 -0.15 0.11
H 1.57124 1.15009 -4.12370 0.36 -0.09 0.14
H -0.26534 2.16667 -2.63511 -0.50 -0.24 0.01
H -2.10125 2.67521 -4.25708 0.05 -0.14 -0.08
C -0.20968 -3.55270 2.09963 -0.05 0.21 0.22
C 0.44835 -3.81995 0.75084 0.45 0.20 -0.18
C 1.81437 -3.13916 0.67866 0.32 0.18 0.17
C 0.62378 -5.34813 0.69208 -0.07 -0.17 -0.17
C -0.36731 -3.32298 -0.46346 0.52 0.34 0.04
C -0.12004 -3.97120 -1.67905 -0.61 -0.23 0.03
C -0.99697 -3.81530 -2.74153 0.01 0.37 -0.11
C -2.13974 -3.04146 -2.56913 0.17 -0.72 0.10
C -2.37896 -2.31514 -1.39622 0.01 0.48 -0.34
C -3.78812 -1.65505 -1.32538 0.12 0.24 -0.45
C -4.33870 -1.41682 0.07170 -0.14 0.21 0.24
C -4.83048 -2.56670 -2.00645 -0.02 -0.25 -0.11
C -3.73465 -0.33243 -2.08041 0.00 0.48 -0.13
C -1.30012 -2.24297 -0.46685 -0.20 -1.21 -0.99
N -1.13613 -1.11140 0.42748 -0.02 -0.08 1.77
C -0.22823 -0.07962 0.45990 -0.58 0.04 0.28
C 0.65252 0.45153 -0.65082 0.44 2.01 1.27
C 2.02394 1.01738 -0.17392 -0.17 -0.33 0.01
C 2.74918 0.43879 0.85948 0.32 0.12 -0.16
C 4.03850 0.90193 1.16338 -0.24 -0.19 0.08
C 4.59368 1.95900 0.44756 -0.04 0.01 0.17
C 3.84669 2.58064 -0.55180 -0.26 -0.17 -0.16
C 2.56976 2.11241 -0.85860 0.09 -0.08 0.05
N -0.47592 0.63758 1.60604 -1.28 -0.90 0.22
C 0.19812 1.81993 2.10803 0.42 1.14 0.63
C 0.00109 3.06853 1.45773 0.12 -0.15 -0.40
C -1.35911 3.53290 0.87350 0.26 -0.14 -0.58
C -1.34738 5.04616 0.60991 -0.03 0.17 0.12
C -2.49346 3.22781 1.85619 0.06 0.04 0.23
C -1.66735 2.87562 -0.46192 -0.42 -0.04 -0.25
C 1.07628 3.96451 1.47006 -0.21 0.09 0.57
C 2.11254 3.80002 2.37601 0.31 -0.26 -0.40
C 2.07341 2.75311 3.28631 -0.39 0.31 0.05
C 1.06690 1.77683 3.24264 0.27 -0.37 -0.15
C 0.92542 0.83727 4.48605 0.53 -0.04 -0.26
C 2.14236 0.95885 5.41674 0.21 0.19 0.19
C 0.83599 -0.64718 4.14613 -0.17 -0.51 0.05
C -0.29391 1.29209 5.30115 -0.12 0.15 -0.01
C -1.53942 0.02493 2.28726 0.66 0.28 -0.15
C -1.87780 -1.07000 1.61272 -0.10 0.08 -0.41
H -1.25190 -3.89541 2.09976 0.15 0.07 0.06
H 0.32949 -4.10483 2.88321 -0.16 0.15 -0.23
H -0.16763 -2.49796 2.37381 -0.05 -0.15 0.03
H 2.39849 -3.52455 -0.16946 -0.15 0.09 0.24
H 1.68199 -2.05532 0.53751 0.16 -0.34 0.06
H 2.39822 -3.29772 1.59753 -0.11 0.00 -0.21
H 1.19961 -5.68573 -0.17499 -0.12 0.03 0.20
H 1.14782 -5.69905 1.59124 -0.09 0.17 -0.21
H -0.36043 -5.83185 0.66881 0.20 -0.01 -0.03
H 0.74713 -4.62104 -1.79262 -0.39 0.03 0.18
H -0.80798 -4.30996 -3.69690 -0.04 0.17 0.29
H -2.85037 -2.99187 -3.39540 0.22 -0.07 0.46
H -3.84220 -0.58666 0.57819 -0.15 -0.15 -0.06
H -5.40123 -1.14283 -0.00757 0.32 -0.12 0.03
H -4.26938 -2.33042 0.67152 -0.08 0.14 0.06
H -4.67720 -2.67498 -3.08534 -0.09 0.02 0.27
H -4.81940 -3.56239 -1.54460 -0.05 0.13 -0.17
H -5.83521 -2.14524 -1.87114 0.29 -0.02 0.00
H -3.45107 -0.48239 -3.12953 -0.09 0.02 0.27
H -4.71178 0.17226 -2.05440 0.20 -0.13 -0.02
H -2.99308 0.34214 -1.63231 -0.16 -0.07 -0.09
H 0.10560 1.38427 -0.84162 0.16 -0.17 -0.27
H 2.29377 -0.37464 1.42836 0.34 0.23 -0.10
H 4.59505 0.42531 1.97560 -0.14 0.20 -0.30
H 5.59023 2.33127 0.69331 -0.28 -0.19 -0.09
H 4.25389 3.42522 -1.11044 -0.09 -0.25 0.20
H 2.00308 2.60051 -1.65663 0.14 -0.17 0.23
H -0.61480 5.31908 -0.15925 -0.18 -0.01 0.17
H -2.33238 5.35806 0.23998 0.16 -0.12 0.09
H -1.13738 5.61623 1.52398 0.01 -0.10 -0.22
H -2.60108 2.15135 2.02436 -0.10 0.27 -0.05
H -2.30146 3.71634 2.81966 -0.11 -0.11 -0.13
H -3.44199 3.60639 1.44926 0.24 -0.10 0.14
H -1.69514 1.78250 -0.38454 -0.13 0.26 -0.14
H -2.65078 3.20378 -0.83113 0.20 -0.10 0.10
H -0.93266 3.18435 -1.21077 -0.11 -0.09 0.19
H 1.09425 4.81287 0.78776 -0.19 -0.10 0.42
H 2.94457 4.50573 2.38941 -0.21 -0.24 -0.03
H 2.86400 2.70174 4.02995 -0.38 0.02 -0.09
H 2.24061 1.96750 5.83737 0.06 -0.23 -0.11
H 2.03226 0.26949 6.26612 -0.08 0.19 -0.28
H 3.06917 0.68998 4.89455 -0.12 0.07 0.13
H -0.17283 -0.94315 3.85275 0.28 -0.06 -0.05
H 1.55249 -0.92158 3.36142 -0.18 -0.02 0.12
H 1.08322 -1.24577 5.03722 -0.09 0.18 -0.29
H -1.21511 1.28159 4.71205 0.11 0.05 0.16
H -0.43667 0.63750 6.17171 0.07 0.14 -0.19
H -0.14488 2.31966 5.65794 -0.07 -0.22 -0.05
H -1.94204 0.41495 3.20327 0.18 -0.03 -0.04
H -2.57990 -1.83965 1.87423 0.08 0.07 -0.17
```
Positions in Å, forces in eV/Å.

***

Question: The highest HOMO-LUMO gap belongs to which entry?
Answer: C51H57ClN9O5PS

***

Question: The lowest HOMO-LUMO gap belongs to which entry?
Answer: C51H59Cl2N2

***

Question: Which of these has the lowest HOMO-LUMO gap?
Answer: C51H59Cl2N2